This record from the OMol25 dataset describes a structure of composition C46H43BrClN2OP2RuS2 in a non-equilibrium geometry. The level of theory is the ωB97M-V functional and the def2-TZVPD basis.

Calculated values
Total energy   -178816.08239 eV
2S+1   5
Total charge   +1
Orbital gap (spin up / spin down)   6.62 / 5.90 eV

Positions of all 99 atoms, in Å:
H1 -0.102 -7.209 4.438
C1 -0.163 6.210 0.870
H2 0.891 7.819 -0.093
C2 1.227 1.698 1.784
C3 -3.573 -1.827 -2.881
H3 -0.387 6.782 1.763
C4 -0.925 -4.568 2.497
H4 0.470 0.080 4.027
C5 -1.271 2.053 0.664
N1 2.758 -0.562 -2.026
H5 1.849 2.305 -2.115
C6 2.557 2.299 -5.426
H6 0.551 4.189 -2.316
H7 3.475 3.239 -3.720
H8 0.218 2.426 3.547
H9 5.942 -1.020 -4.163
H10 -2.310 1.963 -1.673
H11 1.704 -1.203 -3.688
C7 -2.403 -1.255 -2.398
H12 -2.762 -3.956 5.257
C8 -0.615 4.900 0.777
H13 -2.877 -0.124 1.346
C9 0.590 0.984 -4.970
H14 3.287 2.682 -6.131
H15 -2.267 1.639 0.487
S1 2.363 -2.372 1.861
H16 -1.854 -4.538 -1.041
C10 3.271 3.453 2.499
H17 -5.087 -1.766 -4.400
C11 -2.473 0.373 -4.176
P1 -0.129 0.666 1.159
N2 -0.820 2.794 -0.477
H18 -0.193 0.329 -5.329
H19 2.441 1.245 0.077
C12 -4.180 -1.313 -4.018
H20 -1.102 -7.051 6.604
H21 1.456 1.217 -6.915
H22 -4.007 -2.681 -2.372
H23 2.037 3.956 4.182
H24 -1.806 -5.847 0.186
O1 -0.938 -2.459 0.851
C13 -1.251 2.236 -1.734
H25 -2.255 -2.991 3.020
S2 -0.568 -3.937 0.863
H26 -4.363 -0.624 3.240
H27 -1.189 4.503 1.604
C14 -0.584 -6.287 4.132
C15 -1.430 -0.371 4.914
C16 -1.795 -6.249 6.350
H28 -4.109 0.193 -5.546
H29 -1.019 -0.464 5.914
C17 -0.363 4.133 -0.363
C18 -1.473 -5.655 5.000
H30 -2.859 -4.414 0.457
C19 2.133 3.348 3.289
Ru1 0.683 -0.785 -0.626
C20 0.678 1.308 -3.621
C21 1.741 2.101 -3.177
C22 2.666 2.608 -4.075
H31 -1.321 2.675 1.547
P2 -0.389 0.655 -2.303
C23 -0.589 -0.061 3.851
C24 0.342 4.737 -1.408
C25 5.053 -0.887 -3.557
C26 -3.307 -0.454 3.415
H32 6.090 -0.296 -1.767
H33 -1.937 -1.665 -1.514
H34 1.336 6.481 -2.137
Cl1 0.681 -2.834 -1.826
C27 2.088 -1.329 0.758
H35 -3.447 -0.750 5.540
C28 5.133 -0.485 -2.236
C29 -1.112 0.086 2.569
C30 3.384 2.698 1.340
H36 3.996 -0.028 -0.469
C31 3.800 -1.138 -4.084
H37 -1.143 2.961 -2.532
C32 0.547 6.795 -0.166
C33 0.788 6.047 -1.309
C34 2.677 -0.976 -3.293
H38 0.407 -6.234 2.215
C35 -1.837 -0.157 -3.051
C36 -0.301 -5.746 2.884
C37 1.527 1.482 -5.867
C38 2.364 1.826 0.986
C39 1.110 2.482 2.933
H39 -2.806 -6.665 6.353
H40 -2.070 1.251 -4.667
C40 -3.632 -0.212 -4.661
C41 -2.072 -4.463 4.588
C42 -2.789 -0.538 4.704
C43 -2.469 -0.163 2.350
Br1 3.593 -1.706 -5.866
C44 -1.924 -4.772 0.022
C45 3.966 -0.336 -1.508
H41 4.067 4.131 2.782
C46 -1.803 -3.917 3.343
H42 4.262 2.791 0.713
H43 -1.751 -5.491 7.135

***

This record from the OMol25 dataset describes a structure of composition C4H7NS in a non-equilibrium geometry. The level of theory is the ωB97M-V functional and the def2-TZVPD basis.

Calculated values
Total energy   -16583.90697 eV
Orbital gap   9.46 eV

Positions of all 13 atoms, in Å:
N1 1.784 0.119 -0.051
H1 2.136 -1.419 -1.454
C1 -1.927 0.552 0.830
H2 0.121 -0.615 1.387
H3 -1.682 1.257 1.657
H4 -2.043 -0.497 1.290
H5 3.481 -0.289 -0.995
C2 0.496 -0.212 0.158
H6 -2.793 0.790 0.168
H7 -0.787 1.403 -0.894
C3 -0.744 0.512 -0.295
S1 -0.563 -1.075 -0.973
C4 2.522 -0.526 -0.828

***

This record from the OMol25 dataset describes an isolated molecule of C16H20N6O3S in a non-equilibrium geometry. The level of theory is the ωB97M-V functional and the def2-TZVPD basis.

Calculated values
Total energy   -42834.07597 eV
Structure (SMILES)   C[C@@H](N)[C@H](N)C(=O)NS(=O)(=O)/C=C/c1cccc(-c2cc(N)ncn2)c1
Orbital gap   8.65 eV

Positions of all 46 atoms, in Å:
H1 0.962 -2.167 7.179
C1 1.670 2.934 -4.211
N1 0.492 -2.232 1.965
H2 -1.520 -2.819 4.521
C2 -2.267 0.598 -1.834
N2 3.749 3.602 -4.982
N3 0.489 -2.711 6.433
H3 1.130 -2.880 2.380
H4 2.208 2.452 -3.396
H5 -0.434 0.222 4.911
N4 0.170 -4.055 4.205
H6 4.172 4.211 -5.660
H7 -0.401 -3.097 6.829
C3 -0.874 -1.604 -0.366
C4 0.585 4.297 -6.234
H8 -3.949 1.666 -2.629
C5 -2.852 1.573 -2.658
H9 -2.843 0.029 -1.127
H10 0.690 -4.154 5.078
N5 -0.251 3.706 -5.378
C6 2.399 3.572 -5.128
C7 -0.616 2.192 -3.496
H11 -1.561 -0.789 5.796
O1 -1.417 -1.184 2.583
O2 -0.789 -4.041 0.821
H12 0.964 0.839 -2.821
H13 -1.910 -1.546 -0.092
O3 1.290 -3.164 -0.196
C8 -0.526 -0.607 5.669
C9 -0.541 -1.976 2.821
H14 1.227 -1.558 4.865
H15 -0.151 -0.226 6.614
H16 -2.478 3.164 -4.128
C10 0.249 -1.867 5.243
C11 -0.246 -0.770 -1.198
C12 -0.101 1.129 -2.729
C13 -2.042 2.359 -3.509
C14 -0.894 0.329 -1.893
H17 -0.495 -4.804 4.022
H18 4.034 3.716 -4.028
N6 1.914 4.229 -6.150
H19 0.822 -0.885 -1.368
C15 0.285 2.965 -4.377
H20 0.116 4.924 -7.018
S1 0.029 -2.866 0.501
C16 -0.486 -2.705 4.167

***

So what do the calculations give for ΔE to the lowest compared entry with this formula, charge and spin? Going down the list: 0.9980, 3.0244, 0.0000 eV.